Density functional theory data (ωB97M-V with the def2-TZVPD basis set) for a 13-piece molecular cluster, C4H33N2O14 overall.

```
53
C4H33N2O14, DFT ωB97M-V with the def2-TZVPD basis set
O 0.036 -1.027 -3.400
C -0.562 -0.953 -2.351
N -0.884 -2.200 -1.788
C -1.720 -2.267 -0.569
C -0.896 0.451 -1.828
N 0.191 0.927 -0.899
C -0.217 2.436 -0.383
O -1.100 2.396 0.604
H -0.574 -2.986 -2.216
H -2.320 -1.383 -0.722
H -2.280 2.264 0.485
H -1.928 -3.217 -0.218
H -1.129 1.200 -2.679
H -1.933 0.507 -1.253
H 0.297 0.334 -0.112
H -0.772 2.914 -1.183
H 0.740 2.812 0.076
H 2.337 2.494 0.465
H 3.423 2.544 1.363
O 2.632 2.957 1.285
H -0.351 -2.337 2.295
H -0.171 -3.395 3.238
O -0.101 -3.197 2.311
H 1.612 1.026 -2.120
H 1.776 0.207 -3.361
O 2.222 0.890 -2.879
H 2.036 -1.524 2.725
H 2.869 -1.502 1.537
O 2.323 -0.921 1.997
H -3.774 0.889 0.959
H -4.114 -0.083 2.146
O -3.550 0.038 1.429
H 1.566 -3.837 1.713
H 2.465 -3.533 0.541
O 2.451 -3.439 1.548
H -1.343 -0.331 1.956
H -0.218 0.092 2.596
O -0.642 -0.722 2.360
H -3.839 2.770 0.843
H -1.118 -1.874 0.407
O -3.555 2.306 0.160
H 3.886 0.484 -2.027
H 3.840 0.259 -0.624
O 4.470 0.303 -1.241
H -0.755 1.963 2.258
H 0.700 2.629 2.471
O -0.117 2.191 2.997
H -2.192 3.504 -2.105
H -3.286 2.759 -1.494
O -2.816 2.920 -2.314
H 1.512 -2.401 -1.742
H 2.860 -3.101 -1.634
O 2.016 -3.236 -1.620
```

For the LUMO energy, the calculation gives 2.66 eV. As for the relative energy (zero: lowest compared OMol25 entry of this formula, charge and spin): 723.9 kJ/mol. Its total energy is -1335.02869 Ha. As for the HOMO energy: -0.23027 Eh. As for the charge: -1.


Density functional theory data (ωB97M-V with the def2-TZVPD basis set) for a 13-piece molecular cluster, C4H33NO15 overall.

```
53
C4H33NO15, DFT ωB97M-V with the def2-TZVPD basis set
C 0.343 -3.182 0.209
O 1.335 -4.018 0.688
C 0.944 -1.945 -0.544
C 1.967 -1.387 0.452
C 3.072 -0.985 -0.431
O 3.498 0.295 0.077
O 3.592 -1.311 -1.463
N -0.020 -0.970 -0.914
H -0.179 -2.836 1.148
H -0.307 -3.653 -0.551
H 1.419 -2.414 -1.379
H 1.610 -0.475 0.890
H 2.285 -2.100 1.195
H 4.362 0.565 -0.265
H -0.774 -1.127 -1.537
H 2.088 -4.192 0.106
H 0.116 -0.013 -0.605
H 2.690 2.326 2.208
H 1.163 2.062 2.572
O 1.804 2.630 2.016
H -1.779 2.722 -0.864
H -0.462 3.623 -0.488
O -1.243 3.499 -1.040
H -0.058 1.538 -2.870
H -1.429 1.668 -3.568
O -0.534 1.353 -3.672
H 1.444 -0.884 4.388
H 2.432 -0.076 3.377
O 1.809 -0.787 3.468
H 1.828 1.501 -1.067
H 1.328 2.027 0.331
O 1.042 1.558 -0.448
H 1.808 -0.865 -3.422
H 0.462 -0.342 -4.047
O 0.920 -1.141 -3.713
H -2.186 2.504 2.838
H -1.573 2.151 1.477
O -2.327 2.559 1.895
H -1.723 0.464 3.538
H -2.432 -0.653 2.815
O -1.965 -0.445 3.652
H -4.115 -0.346 0.523
H -3.270 0.843 0.686
O -3.472 0.036 1.158
H -4.100 0.903 -1.712
H -3.040 -0.238 -1.632
O -3.272 0.673 -1.315
H 0.192 0.229 2.624
H 0.223 0.755 1.121
O -0.110 0.950 2.013
H -1.876 -0.205 -3.228
H -1.398 -1.707 -3.508
O -2.128 -1.137 -3.185
```

For the LUMO energy, the calculation gives -0.19 eV. As for the relative energy (zero: lowest compared OMol25 entry of this formula, charge and spin): 272.4 kJ/mol. Its total energy is -1355.51883 Ha. As for the HOMO energy: -0.31190 Eh.


Density functional theory data (ωB97M-V with the def2-TZVPD basis set) for a 14-piece molecular cluster, C4H34N2O15 overall.

```
55
C4H34N2O15, DFT ωB97M-V with the def2-TZVPD basis set
O -1.339 -0.446 1.926
C -1.111 -0.650 0.777
N 0.295 -0.517 0.275
C 1.371 -0.689 1.133
N 2.538 -1.100 0.562
O 1.320 -0.524 2.353
C -2.023 -0.847 -0.380
C -3.095 -1.901 -0.142
H 0.379 -0.419 -0.752
H 3.308 -1.214 1.200
H 2.697 -1.048 -0.433
H -2.517 0.108 -0.622
H -1.519 -1.064 -1.329
H -3.818 -1.836 -0.964
H -2.739 -2.921 -0.032
H -3.737 -1.607 0.709
H 0.461 -3.123 -2.670
H 1.109 -1.771 -2.521
O 0.613 -2.306 -3.155
H 0.884 1.228 2.878
H 1.220 2.484 2.160
O 0.650 2.172 2.875
H -3.938 2.049 0.955
H -3.005 3.305 0.770
O -3.431 2.530 0.300
H 0.380 -4.171 0.057
H 1.874 -4.186 -0.284
O 1.018 -4.078 -0.713
H -0.196 -3.663 2.109
H -1.411 -4.550 1.266
O -0.592 -4.060 1.293
H 2.294 1.669 0.143
H 3.035 2.881 -0.533
O 2.461 2.613 0.181
H 1.348 -2.674 3.528
H 0.216 -1.922 2.944
O 0.400 -2.784 3.399
H -2.534 2.250 -1.394
H -1.637 3.416 -1.961
O -1.743 2.462 -1.903
H -1.435 3.334 2.334
H -1.401 4.270 1.166
O -1.962 4.032 1.919
H 0.012 0.407 -4.911
H 0.302 -1.167 -4.825
O 0.653 -0.276 -4.657
H -0.214 2.606 -0.291
H 0.674 3.838 -0.484
O -0.215 3.568 -0.240
H 3.635 1.230 -2.517
H 2.272 0.623 -2.028
O 3.223 0.650 -1.858
H 0.334 0.265 -3.023
H -0.277 1.364 -2.147
O 0.502 0.766 -2.180
```

For the LUMO energy, the calculation gives 0.02 eV. As for the relative energy (zero: lowest compared OMol25 entry of this formula, charge and spin): 88.7 kJ/mol. Its total energy is -1410.99778 Ha. As for the HOMO energy: -0.37573 Eh.


Density functional theory data (ωB97M-V with the def2-TZVPD basis set) for a 12-piece molecular cluster, C4H34N3O11 overall.

```
52
C4H34N3O11, DFT ωB97M-V with the def2-TZVPD basis set
C -1.022 1.845 2.297
C -0.281 2.254 1.040
C -1.162 2.235 -0.218
N -1.328 0.851 -0.631
C -0.486 0.293 -1.517
N 0.527 0.956 -2.044
N -0.761 -1.069 -1.900
H -1.820 2.523 2.429
H -0.300 1.745 3.027
H -1.137 0.724 2.014
H 0.083 3.261 0.995
H 0.637 1.602 0.943
H -2.031 2.789 0.182
H -0.866 2.792 -1.186
H -2.293 0.349 -0.368
H 0.848 1.902 -1.617
H 1.308 0.460 -2.589
H 0.109 -1.591 -1.901
H -1.415 -1.637 -1.328
H -4.316 -0.250 -0.860
H -4.001 -0.813 0.519
O -3.573 -0.496 -0.310
H -2.714 -1.578 2.898
H -3.658 -0.549 3.316
O -3.102 -0.825 2.552
H -2.388 -3.096 1.095
H -0.928 -3.645 1.208
O -1.479 -2.881 1.247
H 2.468 -1.382 1.569
H 3.908 -1.881 0.802
O 3.217 -1.280 0.975
H -3.646 -2.358 0.741
H -3.396 -3.282 -0.508
O -3.865 -3.168 0.291
H 1.058 3.855 -3.357
H 0.390 4.600 -2.190
O 0.600 3.706 -2.522
H 4.344 1.518 0.779
H 3.588 0.195 0.497
O 3.877 1.112 0.001
H 0.940 -4.101 0.583
H 1.611 -2.895 -0.096
O 0.865 -3.564 -0.213
H 3.669 0.800 -1.818
H 4.070 0.039 -3.072
O 3.386 0.554 -2.683
H 0.916 -2.638 2.994
H 0.157 -2.204 1.491
O 0.885 -2.251 2.151
H 3.139 2.467 -0.047
H 3.227 3.757 0.863
O 2.622 3.277 0.285
```

For the LUMO energy, the calculation gives -2.47 eV. As for the relative energy (zero: lowest compared OMol25 entry of this formula, charge and spin): 225.5 kJ/mol. Its total energy is -1164.43914 Ha. As for the HOMO energy: -0.45513 Eh. As for the charge: +1.


Please write out number 1 again, unchanged.
Density functional theory data (ωB97M-V with the def2-TZVPD basis set) for a 13-piece molecular cluster, C4H33N2O14 overall.

```
53
C4H33N2O14, DFT ωB97M-V with the def2-TZVPD basis set
O 0.036 -1.027 -3.400
C -0.562 -0.953 -2.351
N -0.884 -2.200 -1.788
C -1.720 -2.267 -0.569
C -0.896 0.451 -1.828
N 0.191 0.927 -0.899
C -0.217 2.436 -0.383
O -1.100 2.396 0.604
H -0.574 -2.986 -2.216
H -2.320 -1.383 -0.722
H -2.280 2.264 0.485
H -1.928 -3.217 -0.218
H -1.129 1.200 -2.679
H -1.933 0.507 -1.253
H 0.297 0.334 -0.112
H -0.772 2.914 -1.183
H 0.740 2.812 0.076
H 2.337 2.494 0.465
H 3.423 2.544 1.363
O 2.632 2.957 1.285
H -0.351 -2.337 2.295
H -0.171 -3.395 3.238
O -0.101 -3.197 2.311
H 1.612 1.026 -2.120
H 1.776 0.207 -3.361
O 2.222 0.890 -2.879
H 2.036 -1.524 2.725
H 2.869 -1.502 1.537
O 2.323 -0.921 1.997
H -3.774 0.889 0.959
H -4.114 -0.083 2.146
O -3.550 0.038 1.429
H 1.566 -3.837 1.713
H 2.465 -3.533 0.541
O 2.451 -3.439 1.548
H -1.343 -0.331 1.956
H -0.218 0.092 2.596
O -0.642 -0.722 2.360
H -3.839 2.770 0.843
H -1.118 -1.874 0.407
O -3.555 2.306 0.160
H 3.886 0.484 -2.027
H 3.840 0.259 -0.624
O 4.470 0.303 -1.241
H -0.755 1.963 2.258
H 0.700 2.629 2.471
O -0.117 2.191 2.997
H -2.192 3.504 -2.105
H -3.286 2.759 -1.494
O -2.816 2.920 -2.314
H 1.512 -2.401 -1.742
H 2.860 -3.101 -1.634
O 2.016 -3.236 -1.620
```

For the LUMO energy, the calculation gives 2.66 eV. As for the relative energy (zero: lowest compared OMol25 entry of this formula, charge and spin): 723.9 kJ/mol. Its total energy is -1335.02869 Ha. As for the HOMO energy: -0.23027 Eh. As for the charge: -1.